No. 1
A structure of composition C21H25AuIN7O6S, computed with wB97M-V/def2-TZVPD.

Its total energy is -67521.6485 eV. Its charge is 0. As for the HOMO energy: -8.4 eV. As for the LUMO energy: -3.76 eV. The calculation puts the relative energy (zero: lowest compared OMol25 entry of this formula, charge and spin) at 40.1 kcal per mole. As for the largest force on an atom: 4.639 eV/A. Its spin multiplicity is 1.

Element x y z (Å)
Au (-0.27655, 0.82154, -0.42015)
N (-5.23850, -2.68467, -4.97272)
C (-4.93099, -2.10589, -3.77899)
C (-4.33119, -0.83864, -3.74426)
C (-3.92569, -0.29330, -2.54708)
C (-4.10504, -1.00226, -1.37144)
C (-4.72763, -2.23929, -1.37730)
C (-5.15417, -2.78421, -2.57072)
S (-3.49742, -0.31499, 0.15676)
O (-4.04130, -1.03046, 1.26934)
O (-3.65402, 1.10740, 0.14889)
N (-1.83316, -0.57527, 0.08530)
C (-1.38432, -1.72295, 0.55916)
N (-0.09563, -1.80157, 0.91907)
C (0.36801, -2.90023, 1.45082)
C (-0.43560, -4.00776, 1.68841)
C (-1.74472, -3.87208, 1.24787)
N (-2.19186, -2.78403, 0.67589)
H (-5.19097, -2.13212, -5.81080)
H (-5.79636, -3.51972, -4.99386)
H (-4.18921, -0.29506, -4.66646)
H (-3.48846, 0.68950, -2.51298)
H (-4.87626, -2.74618, -0.43777)
H (-5.65837, -3.73989, -2.59324)
H (1.41675, -2.87923, 1.71706)
H (-0.06703, -4.90090, 2.15964)
H (-2.46210, -4.67619, 1.34074)
O (3.65445, 0.16077, 1.45332)
C (2.43003, 0.18240, 1.46619)
O (1.71489, 0.15846, 0.42068)
C (1.73305, 0.27459, 2.82089)
C (2.48432, -0.01143, 3.95891)
C (1.91651, 0.09634, 5.21192)
C (0.59263, 0.50712, 5.31732)
C (-0.16241, 0.80700, 4.19083)
C (0.41304, 0.68952, 2.94174)
N (-0.00689, 0.63857, 6.62116)
O (-1.18293, 0.92707, 6.67788)
O (0.70911, 0.45067, 7.58237)
H (3.51642, -0.30079, 3.83256)
H (2.47074, -0.12224, 6.11155)
H (-1.18182, 1.13793, 4.31065)
H (-0.16487, 0.92527, 2.05683)
C (3.95697, 3.44205, -1.02397)
C (3.76853, 2.33383, -2.06791)
C (3.60003, 2.94533, -3.46239)
C (4.96246, 1.38660, -2.02960)
N (2.59367, 1.51484, -1.75891)
N (1.45466, 2.18093, -1.30721)
H (4.89295, 3.95749, -1.20705)
H (3.99478, 3.00492, -0.02823)
H (3.15615, 4.17886, -1.06587)
H (4.52359, 3.42539, -3.76656)
H (2.81006, 3.69142, -3.48105)
H (3.35605, 2.17170, -4.18263)
H (5.86902, 1.91732, -2.30523)
H (4.80849, 0.56027, -2.71846)
H (5.07800, 0.98760, -1.02400)
H (2.78605, 0.75731, -1.09669)
H (1.09552, 2.80097, -2.03653)
H (1.62188, 2.73470, -0.46341)
I (-1.75331, 2.71566, -1.57029)

Forces on the atoms, in the same order (eV/Å):
0.92 0.32 -0.61
-0.12 -0.16 -0.39
0.24 0.11 0.45
-0.07 -0.13 0.04
-0.08 -0.01 -0.04
0.26 0.25 0.71
-0.06 -0.01 0.08
0.03 0.16 -0.18
-0.59 0.08 0.02
0.01 0.09 -0.24
0.06 0.16 -0.37
-0.09 3.19 -1.04
1.89 -3.89 1.69
-0.42 1.46 -0.68
-0.11 -0.75 0.35
-0.02 0.27 -0.09
0.61 -0.38 0.25
-0.93 0.79 -0.87
-0.10 -0.11 0.05
0.00 0.10 -0.05
0.03 0.08 -0.10
0.06 0.10 -0.07
0.01 -0.13 0.07
0.01 -0.10 0.07
0.16 -0.12 0.04
0.04 -0.13 0.06
-0.03 -0.17 0.03
0.05 -0.09 -0.30
0.20 0.22 1.66
-1.14 0.27 -1.71
0.19 0.05 -0.32
-0.16 0.06 -0.18
-0.22 0.04 0.24
0.50 -0.10 -1.27
-0.16 0.09 0.33
0.23 -0.12 0.04
-0.18 0.01 0.48
-0.23 0.07 0.10
0.05 -0.02 0.32
0.04 -0.03 0.01
0.04 -0.01 0.00
-0.07 -0.01 0.00
-0.05 -0.02 0.20
0.05 -0.27 -0.15
0.05 0.65 0.03
0.07 -0.23 0.27
-0.32 0.03 0.06
-0.15 -1.48 -0.31
-1.35 -0.06 0.88
0.14 0.16 0.01
0.04 -0.01 0.19
-0.03 0.14 0.00
0.13 0.18 -0.08
-0.15 0.17 -0.01
0.00 -0.14 -0.11
0.09 0.05 -0.05
0.03 -0.10 -0.11
0.07 -0.09 0.11
-0.07 0.39 0.03
-0.15 -0.28 0.20
0.05 0.11 -0.05
0.63 -0.65 0.29


No. 2
A structure of composition C21H25BrCoN3O4Se, computed with wB97M-V/def2-TZVPD.

Its total energy is -207852.4223 eV. Its charge is +1. As for the HOMO energy (spin up / spin down): -11.4 / -11.3 eV. As for the LUMO energy (spin up / spin down): -3.38 / -3.42 eV. As for the largest force on an atom: 0.667 eV/A. Its spin multiplicity is 4. Its expectation value of S² is 3.757.

Element x y z (Å)
Co (0.68528, -0.33186, -0.43840)
C (0.41507, 2.44450, -1.77376)
C (-1.04219, 2.02495, -1.81810)
O (-1.07853, 0.61289, -1.59892)
C (-2.41125, 0.12142, -1.43642)
C (-3.11507, 0.71845, -0.19849)
O (-2.16501, 1.20933, 0.72489)
C (-2.04730, 0.55138, 1.97263)
C (-0.85395, 1.17142, 2.65568)
O (0.30131, 0.88867, 1.87071)
C (1.22614, 1.95738, 1.76629)
C (0.86709, 2.79427, 0.56282)
O (1.03644, 1.95042, -0.58466)
H (0.50554, 3.53238, -1.82293)
H (0.95644, 2.00793, -2.61213)
H (-1.47904, 2.25701, -2.79562)
H (-1.61263, 2.53985, -1.04322)
H (-2.31694, -0.95835, -1.37557)
H (-2.99358, 0.36352, -2.33086)
H (-3.75959, -0.04361, 0.24833)
H (-3.75368, 1.55688, -0.48943)
H (-1.86421, -0.51742, 1.83603)
H (-2.95007, 0.67859, 2.57954)
H (-0.72032, 0.76386, 3.66235)
H (-1.01082, 2.25255, 2.72640)
H (2.21290, 1.50534, 1.63158)
H (1.24277, 2.56331, 2.67544)
H (1.52106, 3.66722, 0.46665)
H (-0.17340, 3.12426, 0.63180)
N (2.08569, -0.28467, -1.99702)
C (3.08313, 0.04058, -2.46894)
C (4.32268, 0.44445, -3.05731)
C (4.66755, 1.79506, -3.06252)
C (5.86897, 2.17883, -3.62902)
C (6.71202, 1.22298, -4.18147)
C (6.36374, -0.12136, -4.16980)
C (5.16562, -0.52084, -3.60640)
H (4.00344, 2.52544, -2.62064)
H (6.15091, 3.22115, -3.63760)
H (7.65037, 1.52804, -4.62240)
H (7.02803, -0.85879, -4.59584)
H (4.88401, -1.56384, -3.57970)
Br (1.86823, -1.75302, 0.99187)
Se (0.56090, -2.55701, -3.07544)
N (-0.13955, -2.13363, -1.48521)
C (-0.80314, -3.19888, -1.05374)
C (-1.48229, -3.30800, 0.19722)
C (-2.12079, -4.46390, 0.49409)
C (-2.13237, -5.58124, -0.40728)
C (-1.49221, -5.53109, -1.59582)
C (-0.79943, -4.32986, -1.95186)
N (-0.12230, -4.16892, -3.07445)
H (-1.44737, -2.49037, 0.89635)
H (-2.62688, -4.56236, 1.44511)
H (-2.65469, -6.48042, -0.11453)
H (-1.47810, -6.36534, -2.28140)

Forces on the atoms, in the same order (eV/Å):
-0.55 0.07 -0.14
-0.14 -0.08 0.02
0.17 0.07 0.03
0.04 0.08 0.12
-0.02 0.03 -0.01
0.02 0.02 0.03
-0.08 0.05 0.07
0.09 0.01 -0.01
-0.06 -0.01 -0.11
-0.06 -0.04 0.02
0.02 -0.07 -0.06
0.04 0.02 0.06
0.01 -0.16 -0.15
-0.02 -0.02 -0.02
0.02 -0.01 0.03
0.05 -0.01 0.03
0.02 -0.03 -0.02
0.02 -0.01 0.07
0.03 -0.06 -0.01
0.01 0.02 0.00
0.03 -0.05 0.02
-0.03 -0.12 -0.04
0.02 0.02 0.00
-0.03 0.01 -0.05
0.00 -0.02 0.02
-0.05 0.03 0.02
0.00 0.00 -0.02
-0.02 -0.06 -0.01
0.01 0.00 -0.01
0.43 0.44 -0.25
-0.19 -0.15 0.10
-0.03 -0.08 0.01
0.00 0.04 0.01
-0.01 -0.03 0.00
-0.02 -0.01 0.01
-0.02 0.01 0.01
0.02 0.00 0.01
-0.01 0.01 0.00
0.01 0.04 0.00
0.03 0.01 -0.01
0.02 -0.02 -0.02
-0.01 -0.03 -0.01
0.17 -0.04 0.25
-0.03 0.02 -0.03
0.06 0.00 0.11
0.07 0.13 0.00
-0.02 -0.01 -0.04
0.01 0.02 -0.01
0.03 0.00 -0.03
0.02 0.00 0.01
0.09 0.02 -0.11
-0.17 -0.13 0.01
0.04 0.14 0.11
-0.01 -0.01 0.01
-0.03 -0.02 0.02
0.00 -0.02 -0.03


No. 3
A structure of composition C21H25Cl3IrN5O, computed with wB97M-V/def2-TZVPD.

Its total energy is -72059.2102 eV. Its charge is +3. As for the HOMO energy (spin up / spin down): -17.2 / -17.2 eV. As for the LUMO energy (spin up / spin down): -10.85 / -11.41 eV. The calculation puts the relative energy (zero: lowest compared OMol25 entry of this formula, charge and spin) at 60.3 kcal per mole. As for the largest force on an atom: 1.717 eV/A. Its spin multiplicity is 2. Its expectation value of S² is 0.762.

Element x y z (Å)
Ir (-0.06582, -1.03151, 0.58406)
C (4.07544, -0.60869, 1.77527)
C (2.75842, -0.67170, 1.08597)
N (1.67451, -1.03567, 1.68554)
C (1.57510, -1.25451, 3.14191)
C (0.14160, -0.88759, 3.52246)
N (-0.66958, -1.58879, 2.48899)
C (-2.13711, -1.72398, 2.53048)
C (-2.40168, -2.73683, 1.40436)
N (-1.23486, -2.75376, 0.40636)
C (-1.73217, -2.83764, -0.99234)
C (-2.33189, -1.49040, -1.29607)
N (-1.42630, -0.45442, -0.77655)
C (-1.24671, 0.70405, -1.71700)
C (-2.52915, 0.92284, -2.51876)
C (1.05447, 0.30591, -1.99217)
C (2.07656, 0.74421, -2.83040)
C (3.37831, 0.65254, -2.39577)
C (3.63869, 0.16563, -1.11310)
C (2.59433, -0.26000, -0.33134)
N (1.30567, -0.22164, -0.79164)
H (4.16812, -1.40429, 2.51241)
H (4.18221, 0.35179, 2.29051)
H (4.90194, -0.69938, 1.07739)
H (2.30006, -0.65833, 3.69173)
H (1.76789, -2.30967, 3.35836)
H (-0.04137, 0.18197, 3.46756)
H (-0.12107, -1.24438, 4.51900)
H (-0.34055, -2.55516, 2.56391)
H (-2.59737, -0.75626, 2.34284)
H (-2.46744, -2.09753, 3.50080)
H (-3.29935, -2.46112, 0.86212)
H (-2.53866, -3.75416, 1.76907)
H (-0.65258, -3.57052, 0.57998)
H (-2.46338, -3.64173, -1.09092)
H (-0.87848, -3.04433, -1.63596)
H (-3.30083, -1.34685, -0.80678)
H (-2.50678, -1.39929, -2.36204)
H (-3.38312, 0.78228, -1.85514)
H (-2.60818, 0.24753, -3.36755)
H (-2.59370, 1.92916, -2.90668)
H (1.81659, 1.12591, -3.80579)
H (4.19301, 0.95397, -3.04117)
H (4.65285, 0.13541, -0.74528)
Cl (-0.53379, 6.54619, -0.37755)
C (-0.58212, 4.87598, -0.70399)
C (-0.67341, 3.96424, 0.33272)
C (-0.72432, 2.62163, 0.01827)
Cl (-0.68056, 1.57920, 1.43263)
C (-0.68896, 2.07125, -1.25853)
O (-0.16911, 0.09416, -2.52557)
C (-0.57172, 3.05869, -2.27277)
Cl (-0.47443, 2.66707, -3.96178)
C (-0.50131, 4.41344, -2.00726)
H (-0.68717, 4.29346, 1.36174)
H (-0.40071, 5.11164, -2.82652)

Forces on the atoms, in the same order (eV/Å):
-0.33 1.58 0.14
-0.01 0.04 0.02
0.02 -0.08 -0.10
0.01 -0.19 -0.04
-0.02 0.07 0.00
-0.01 -0.04 -0.03
0.09 -0.30 -0.05
-0.04 -0.12 -0.07
0.01 0.11 -0.06
0.27 -0.14 -0.05
-0.04 0.07 0.06
0.09 0.03 -0.07
-0.35 0.05 0.20
0.98 -0.30 0.04
-0.05 -0.12 -0.03
0.27 -1.63 -0.47
0.22 0.21 -0.03
-0.19 0.13 -0.16
0.03 -0.06 0.18
0.15 0.25 0.22
-0.07 -0.23 0.18
0.00 0.01 0.01
0.00 0.00 -0.01
0.00 -0.01 0.00
-0.02 0.03 0.00
0.03 0.01 0.02
0.02 0.00 0.05
0.00 -0.01 0.00
0.11 0.04 0.02
0.02 0.01 -0.01
-0.04 0.00 -0.01
-0.04 -0.10 0.00
0.08 0.01 0.07
-0.12 -0.08 -0.02
0.02 -0.01 0.01
-0.02 0.00 -0.03
-0.03 0.01 -0.04
0.06 0.00 -0.02
-0.01 0.00 -0.01
0.03 0.01 0.00
-0.02 -0.01 0.04
0.00 -0.05 -0.05
0.00 0.03 0.01
0.00 -0.03 -0.02
-0.01 -0.04 -0.01
0.00 0.15 0.02
0.12 -0.13 0.01
0.26 -0.19 0.40
-0.04 -0.22 0.00
-1.35 0.47 -0.14
-0.53 0.76 0.01
0.35 0.08 -0.16
0.03 0.00 0.05
0.07 -0.06 -0.05
0.00 0.01 0.00
0.00 0.00 0.00


No. 4
The molecule C21H25ClFNO2, computed with wB97M-V/def2-TZVPD.

Its total energy is -43008.2957 eV. Its charge is 0. As for the HOMO energy: -8.6 eV. Its SMILES is O[C@@H](CCCN1CCC(O)(c2ccc(Cl)cc2)CC1)c1ccc(F)cc1. As for the LUMO energy: 0.62 eV. The calculation puts the relative energy (zero: lowest compared OMol25 entry of this formula, charge and spin) at 2.6 kcal per mole. As for the largest force on an atom: 0.701 eV/A. Its spin multiplicity is 1.

Element x y z (Å)
O (2.63630, -1.89271, -0.95527)
C (2.25631, -2.48381, 0.27015)
C (0.88759, -1.90725, 0.66410)
C (-0.20562, -2.25536, -0.34095)
C (-1.48525, -1.46863, -0.05378)
N (-1.24751, -0.03832, 0.02969)
C (-0.97239, 0.56314, -1.26187)
C (-0.49578, 2.00011, -1.06972)
C (-1.57009, 2.83389, -0.35144)
O (-2.74295, 2.89918, -1.14291)
C (-1.05312, 4.22958, -0.02611)
C (-1.79174, 5.35225, -0.37794)
C (-1.34386, 6.62782, -0.08481)
C (-0.13852, 6.78701, 0.57530)
Cl (0.43764, 8.37623, 0.94329)
C (0.60840, 5.68246, 0.95143)
C (0.14715, 4.41453, 0.65225)
C (-1.95499, 2.11231, 0.94915)
C (-2.34483, 0.66416, 0.66965)
C (2.19949, -3.99429, 0.20209)
C (2.29941, -4.74353, 1.36865)
C (2.22480, -6.12310, 1.33155)
C (2.05165, -6.74621, 0.10867)
F (1.98260, -8.09434, 0.06399)
C (1.94986, -6.02811, -1.06746)
C (2.02359, -4.64797, -1.01063)
H (3.49170, -2.24769, -1.21886)
H (2.98129, -2.19965, 1.05332)
H (0.62044, -2.27729, 1.65456)
H (0.97378, -0.82196, 0.70876)
H (0.16079, -2.03406, -1.34262)
H (-0.43557, -3.32182, -0.29693)
H (-2.24421, -1.71316, -0.81900)
H (-1.87595, -1.78961, 0.91595)
H (-0.18379, -0.00350, -1.75748)
H (-1.87088, 0.55077, -1.90629)
H (0.41653, 1.98477, -0.47719)
H (-0.26772, 2.45041, -2.03983)
H (-2.49527, 3.18271, -2.03009)
H (-2.74190, 5.22746, -0.87503)
H (-1.92769, 7.49071, -0.36439)
H (1.54192, 5.81545, 1.47543)
H (0.73629, 3.56469, 0.96032)
H (-1.10831, 2.13643, 1.63361)
H (-2.79605, 2.63592, 1.40407)
H (-2.57146, 0.16831, 1.61685)
H (-3.25395, 0.65285, 0.04447)
H (2.43849, -4.24160, 2.31489)
H (2.30153, -6.71569, 2.22935)
H (1.81352, -6.54563, -2.00380)
H (1.93833, -4.06788, -1.91717)

Forces on the atoms, in the same order (eV/Å):
-0.01 0.13 -0.26
-0.19 -0.01 0.68
0.31 -0.06 -0.49
-0.07 0.19 0.24
0.13 -0.17 -0.09
-0.16 0.02 0.02
0.22 0.13 -0.04
-0.39 -0.16 -0.07
0.55 0.01 0.37
-0.19 -0.06 -0.06
-0.16 -0.03 -0.11
-0.02 -0.11 -0.01
0.14 0.11 0.07
-0.11 -0.18 -0.05
0.07 0.19 0.05
0.02 0.09 0.02
-0.07 0.04 -0.05
-0.28 -0.17 -0.41
-0.01 0.18 0.20
0.18 0.10 -0.10
-0.02 0.05 -0.21
-0.05 -0.22 -0.08
-0.01 0.11 -0.02
0.01 0.09 0.01
-0.01 -0.27 0.13
0.03 0.08 0.12
-0.01 0.01 0.03
-0.15 -0.08 -0.13
0.01 0.03 0.10
0.05 0.01 0.14
-0.03 -0.09 -0.10
-0.02 0.00 -0.09
-0.02 0.03 0.09
-0.06 0.00 -0.03
-0.04 0.00 -0.05
0.09 -0.08 0.01
0.09 0.03 -0.01
0.04 0.08 0.00
-0.01 -0.01 -0.01
-0.04 -0.01 -0.02
-0.03 0.10 -0.01
0.08 0.04 0.04
0.08 -0.11 0.03
0.03 0.03 0.04
0.01 0.09 0.06
-0.04 -0.01 -0.06
0.01 -0.07 0.07
0.04 0.06 0.13
0.01 -0.09 0.07
-0.01 -0.09 -0.08
0.00 0.05 -0.07